Record 1
Molecular formula: C7H8N4
Method: DFT, ωB97M-V/def2-TZVPD

Results
**Highest occupied orbital energy**: -7.482 eV
**Net charge**: 0
**E**: -13345.098 eV
**ΔE to the lowest compared entry with this formula, charge and spin**: 94.1 kcal/mol
**Spin multiplicity**: 1
**Maximum force**: 0.0392 Eh/bohr
**Kohn-Sham gap**: 7.7801 eV
**SMILES string**: [H]/N=C1\NC=C\C1=N\N=C1CC1

Atoms and positions in Å:
C1 -1.411 0.661 0.348
C2 -2.503 1.566 0.057
C3 2.009 0.440 0.446
H1 -2.398 2.629 -0.006
C4 -3.619 0.836 -0.107
C5 2.828 0.065 -0.716
N1 -1.417 -1.798 0.597
N2 -0.214 1.100 0.485
H2 -4.620 1.157 -0.329
N3 0.875 0.633 0.924
H3 -2.028 -2.611 0.554
H4 3.168 0.831 -1.397
H5 3.580 -0.900 1.176
C6 3.388 0.054 0.705
H6 -4.017 -1.243 -0.028
C7 -2.004 -0.697 0.361
H7 2.616 -0.885 -1.185
N4 -3.339 -0.505 0.058
H8 4.104 0.817 0.975

Results of the Mulliken charge analysis, in e, for atoms 1 through 2: C 0.92; C -0.57

=====

Record 2
Molecular formula: C3H4O2
Method: DFT, ωB97M-V/def2-TZVPD

Results
**Highest occupied orbital energy**: -8.726 eV
**Net charge**: 0
**E**: -7266.966 eV
**ΔE to the lowest compared entry with this formula, charge and spin**: 85.8 kcal/mol
**Spin multiplicity**: 1
**Maximum force**: 0.0804 Eh/bohr
**Kohn-Sham gap**: 9.2541 eV
**SMILES string**: O=C1C[C@@H]1O

Atoms and positions in Å:
H1 -0.684 -0.308 1.261
H2 0.257 -0.530 -1.717
O1 -0.765 1.583 -0.181
H3 -0.599 -1.769 -0.691
C1 -0.081 -0.823 -0.728
O2 1.855 -0.312 1.003
C2 -0.472 0.309 0.180
H4 -0.263 2.208 0.361
C3 0.753 -0.359 0.512

Results of the Mulliken charge analysis, in e, for atoms 1 through 2: H 0.14; H 0.25